# C30H42BClN2O15

A cluster of 5 separate species, C30H42BClN2O15 in total at a distorted geometry (ωB97M-V/def2-TZVPD, the OMol25 dataset).

* HOMO level: -9.372 eV
* total energy: -78683.753 eV
* ΔE to the lowest compared entry with this formula, charge and spin: 0.000 eV
* SMILES: CCOCCOCc1cc2nccnc2c(B(C)O)c1Cl.C[C@@H]1COC(=O)O1.C[C@@H]1COC(=O)O1.C[C@@H]1COC(=O)O1.C[C@@H]1COC(=O)O1

Atoms and positions in Å:
Cl1 -1.6388 -1.1741 -2.0858
O1 -2.0084 1.4008 -3.5516
O2 10.0942 3.5757 -2.5498
O3 -6.8881 -6.3821 5.5516
O4 -4.9310 -7.4392 5.2986
O5 -0.4816 -4.4083 2.3271
O6 7.9605 3.9530 -3.1164
O7 -0.1743 -3.4009 -1.0360
O8 -0.0487 5.9169 -0.3431
O9 -6.7855 -8.6220 5.7969
O10 -4.9892 -2.4212 1.7856
O11 -1.3323 7.3227 -1.5227
O12 -6.9753 -1.5323 1.2639
O13 -2.2375 5.4577 -0.6335
O14 9.6202 4.6529 -4.4744
O15 -6.1562 -1.2956 3.3513
N1 1.7796 2.4856 -2.8948
N2 3.9662 0.5955 -2.6949
C1 -5.3347 -2.9299 0.4876
C2 9.2628 4.1155 -3.4800
C3 -6.3675 -1.9305 0.0296
C4 0.2471 0.6897 -2.4836
C5 9.8482 2.0061 -0.7129
C6 -0.5580 -3.2822 3.1867
C7 -6.2551 -7.5839 5.5726
C8 9.3014 3.2325 -1.4045
C9 1.0875 -1.5748 -2.1445
C10 -1.3014 6.1626 -0.8137
C11 4.1064 1.8808 -2.9004
C12 7.9382 3.0351 -2.0203
C13 0.0119 -2.9974 0.3159
C14 -6.0519 -1.7083 2.2422
C15 0.0139 -0.6311 -2.2469
C16 -6.3691 -4.1709 4.6853
C17 -4.7398 -6.1034 4.8224
C18 0.9132 -3.0710 -1.8664
C19 2.3463 -1.1088 -2.3098
C20 0.3647 -4.2214 1.2061
C21 -5.8803 -5.3615 5.4738
C22 0.8357 6.8316 -0.9945
C23 0.7960 -2.6635 3.5782
C24 3.0424 2.8150 -3.0010
C25 -1.1506 3.0232 -1.7888
C26 -4.1183 -3.0145 -0.4016
C27 0.3282 8.7635 -2.5528
C28 2.6524 0.2521 -2.5422
C29 1.5868 1.1570 -2.6356
C30 -0.0776 7.9873 -1.3222
B1 -0.9953 1.6971 -2.6237
H1 10.7837 2.2422 -0.2054
H2 1.5626 -3.4119 3.8084
H3 -1.8405 2.8859 -0.9428
H4 -5.6243 -5.0588 6.4933
H5 -0.2082 3.4792 -1.4713
H6 10.0715 1.2212 -1.4368
H7 -7.1060 -2.3678 -0.6391
H8 0.6618 -2.0153 4.4534
H9 -0.1831 8.6625 -0.4681
H10 -1.6497 3.7626 -2.4365
H11 -1.2299 -2.4924 2.8105
H12 1.1612 -2.0376 2.7516
H13 0.2062 8.1561 -3.4507
H14 -5.7763 -3.9225 0.6176
H15 -3.4630 -3.8216 -0.0708
H16 9.1424 1.6229 0.0249
H17 7.1291 3.2780 -1.3335
H18 1.6504 7.1164 -0.3314
H19 -3.7658 -5.7238 5.1243
H20 -6.8486 -4.4894 3.7573
H21 0.2179 -5.1053 0.5686
H22 -5.9324 -1.0482 -0.4465
H23 -1.0291 -3.6426 4.1132
H24 0.8402 -3.5984 -2.8287
H25 1.2500 6.3452 -1.8822
H26 7.7832 2.0262 -2.4129
H27 -7.1198 -3.6221 5.2537
H28 -0.9374 -2.5423 0.6287
H29 1.8440 -3.4446 -1.4017
H30 0.8223 -2.2597 0.4271
H31 -5.5524 -3.4898 4.4496
H32 3.1769 -1.8145 -2.2581
H33 3.2846 3.8588 -3.2059
H34 -4.7979 -6.1095 3.7307
H35 -4.3972 -3.2012 -1.4393
H36 -3.5348 -2.0953 -0.3482
H37 9.3063 4.0855 -0.7197
H38 1.4364 -4.2378 1.4693
H39 1.3642 9.0972 -2.4837
H40 -1.7713 1.8347 -4.3825
H41 -0.3088 9.6397 -2.6761
H42 5.1239 2.2571 -3.0371



# C30H42BaN5O3PSi2

A structure of composition C30H42BaN5O3PSi2 (ωB97M-V/def2-TZVPD, the OMol25 dataset).

* HOMO level: -5.006 eV
* total energy: -71128.181 eV
* ΔE to the lowest compared entry with this formula, charge and spin: 0.137 eV

Atoms and positions in Å:
Ba1 -0.4354 0.2425 0.1564
P1 0.2834 -3.3594 -0.5443
Si1 -3.8065 -0.7137 0.4288
Si2 0.2382 3.8328 0.2334
O1 1.8717 -3.6885 -0.8079
O2 -0.2555 -3.8725 -1.9811
O3 -0.1931 -4.5861 0.3727
N1 -2.9493 0.7249 0.2471
N2 1.1551 -0.2304 2.4747
N3 2.5690 -0.4278 0.1639
N4 1.2208 0.1923 -2.1759
N5 -1.0384 2.7215 0.1522
C1 0.5349 0.4131 -3.2984
C2 1.8283 2.8154 0.4301
C3 2.2532 -0.7798 4.9472
C4 -4.1696 4.7399 -0.1938
C5 4.6329 -0.3878 -1.0357
C6 -2.9746 -1.7107 1.8243
C7 -0.2573 -2.9815 -3.0919
C8 2.7225 -3.6777 0.3354
C9 0.2121 4.9957 1.7169
C10 3.2531 -0.4568 1.3095
C11 3.0142 -0.6734 -3.4797
C12 -2.3850 3.0766 0.0498
C13 2.3009 -0.4373 -4.6422
C14 -5.6341 -0.7349 0.8761
C15 -3.5771 -1.8151 -1.1026
C16 -2.8249 4.3969 -0.0772
C17 1.0481 0.1450 -4.5566
C18 2.4590 -0.4974 2.5784
C19 3.0396 -0.7947 3.8061
C20 4.6440 -0.4377 1.3437
C21 3.2417 -0.3995 -0.9874
C22 -0.0454 -5.9503 -0.0465
C23 0.9096 -0.4726 4.8377
C24 0.5248 4.8479 -1.3342
C25 2.4568 -0.3063 -2.2582
C26 0.4055 -0.2116 3.5735
C27 -4.7144 2.4120 -0.0561
C28 5.3409 -0.4039 0.1510
C29 -3.3749 2.0390 0.0786
C30 -5.1202 3.7376 -0.1888
H1 0.4651 0.3721 -5.4380
H2 -5.4695 1.6363 -0.0563
H3 -5.8319 -0.0601 1.7122
H4 -0.6756 5.6293 1.7334
H5 -1.8914 -1.8437 1.7085
H6 0.6917 4.1667 -2.1744
H7 -6.1737 3.9716 -0.2869
H8 -0.8850 -2.1097 -2.8914
H9 4.0867 -1.0464 3.8836
H10 0.7573 -2.6600 -3.3368
H11 2.0159 2.1892 -0.4475
H12 1.4025 5.4951 -1.2476
H13 -4.4575 5.7797 -0.2923
H14 -2.0862 5.1913 -0.0906
H15 2.2995 -3.0813 1.1487
H16 0.9470 -6.1216 -0.4645
H17 -0.7978 -6.1928 -0.7941
H18 3.9871 -1.1403 -3.5259
H19 -5.9227 -1.7452 1.1800
H20 -4.0884 -2.7784 -1.0241
H21 -3.1407 -1.2132 2.7842
H22 2.6924 -1.0071 5.9095
H23 2.6901 3.4789 0.5402
H24 -3.9276 -1.3083 -2.0053
H25 -0.4555 0.8432 -3.1833
H26 0.2051 4.4024 2.6359
H27 5.1758 -0.4179 2.2826
H28 2.7233 -0.7006 -5.6030
H29 1.0934 5.6431 1.7394
H30 -3.3903 -2.7200 1.8914
H31 0.2581 -0.4416 5.6992
H32 3.6824 -3.2508 0.0455
H33 5.1521 -0.3209 -1.9799
H34 -2.5104 -2.0377 -1.2437
H35 -6.2797 -0.4380 0.0480
H36 -0.6758 -3.5245 -3.9353
H37 -0.6469 0.0197 3.4381
H38 -0.3325 5.4731 -1.5881
H39 -0.1874 -6.5653 0.8381
H40 6.4221 -0.3698 0.1467
H41 2.8715 -4.6968 0.6963
H42 1.8031 2.1747 1.3184